Arrangement one

C3H7NO | wB97M-V/def2-TZVPD

The calculation puts the LUMO energy at 1.0 eV. Its total charge is 0. As for the spin multiplicity: 1. For the orbital gap, the calculation gives 0.3890 hartree.

Each line ends with the natural charge from an NBO analysis.
Element x y z (Å)
C: -1.272 -1.945 0.083  -0.66
C: -0.277 -0.775 0.174  -0.01
N: -0.363 0.183 -0.685  -0.09
O: 0.444 1.295 -0.498  -0.37
C: 1.297 1.347 0.553  -0.27
H: -1.297 -2.410 -0.939  0.24
H: -0.935 -2.712 0.841  0.21
H: -2.295 -1.636 0.438  0.23
H: 0.428 -0.789 1.004  0.18
H: 0.758 1.347 1.517  0.17
H: 2.008 0.485 0.573  0.17
H: 1.837 2.309 0.492  0.21

Arrangement two

C3H7NO | wB97M-V/def2-TZVPD

The calculation puts the LUMO energy at 1.0 eV. Its total charge is 0. As for the spin multiplicity: 1. For the orbital gap, the calculation gives 0.3826 hartree.

Each line ends with the natural charge from an NBO analysis.
Element x y z (Å)
N: -1.068 -1.181 0.326  -0.85
C: -0.138 -0.049 0.418  -0.09
C: -0.319 1.185 -0.495  -0.07
O: 1.097 1.242 -0.718  -0.53
C: 1.228 -0.156 -0.294  -0.07
H: -0.550 -2.068 0.649  0.36
H: -1.929 -1.087 0.939  0.37
H: -0.034 0.266 1.477  0.17
H: -0.794 2.052 -0.056  0.18
H: -0.933 0.933 -1.401  0.17
H: 2.120 -0.266 0.306  0.18
H: 1.319 -0.871 -1.152  0.18

Arrangement three

C3H7NO | wB97M-V/def2-TZVPD

The calculation puts the LUMO energy at 1.0 eV. Its total charge is 0. As for the spin multiplicity: 1. For the orbital gap, the calculation gives 0.4044 hartree.

Each line ends with the natural charge from an NBO analysis.
Element x y z (Å)
N: 1.717 -1.565 0.754  -0.84
C: 1.271 -0.307 0.405  0.52
O: 2.012 0.485 -0.109  -0.59
H: 2.654 -1.845 0.522  0.39
H: 1.183 -2.363 1.050  0.39
H: 0.294 -0.051 0.859  0.12
C: -2.458 1.477 -0.568  -0.37
C: -2.509 0.157 -0.540  -0.41
H: -3.349 2.046 -0.290  0.19
H: -1.604 2.035 -0.965  0.20
H: -3.375 -0.376 -0.128  0.19
H: -1.899 -0.407 -1.244  0.20

Arrangement four

C3H7NO | wB97M-V/def2-TZVPD

The calculation puts the LUMO energy (spin up / spin down) at 0.8 / 0.8 eV. Its total charge is 0. As for the spin multiplicity: 1. For the orbital gap (spin up / spin down), the calculation gives 0.3324 / 0.3324 hartree.

Each line ends with the natural charge from an NBO analysis.
Element x y z (Å)
C: -0.363 -1.385 -0.324  -0.65
C: 0.239 -0.084 0.029  0.18
C: -0.307 0.830 1.057  -0.64
N: 1.050 0.597 -0.803  -0.05
O: 1.286 1.864 -0.828  -0.56
H: 0.292 -2.193 -0.212  0.23
H: -0.657 -1.420 -1.332  0.22
H: -1.318 -1.513 0.347  0.23
H: -1.418 0.367 1.237  0.19
H: -0.448 1.748 0.545  0.25
H: 0.226 1.049 1.895  0.23
H: 1.417 0.141 -1.610  0.36

Energies relative to the most stable structure, in hartree: arrangement one 0.0524; arrangement two 0.0207; arrangement three 0.0000; arrangement four 0.0712.

Arrangement one

C3H9N2O2 | wB97M-V/def2-TZVPD

The calculation puts the LUMO energy at 4.1 eV. Its total charge is -1. As for the spin multiplicity: 1. For the orbital gap, the calculation gives 0.2895 hartree.

Each line ends with the natural charge from an NBO analysis.
Element x y z (Å)
N: -0.176 2.618 0.059  -0.89
C: -0.356 2.032 1.392  0.11
O: -0.924 0.767 1.350  -0.80
H: -0.394 1.931 -0.647  0.38
H: -0.719 3.456 -0.079  0.34
H: 0.623 1.980 1.898  0.12
H: -1.044 2.655 1.980  0.12
C: 0.852 -0.929 -1.293  0.48
N: 0.407 -0.947 -0.044  -0.73
C: -0.107 -2.239 0.391  -0.43
O: 0.701 -1.761 -2.206  -0.76
H: 1.464 -0.024 -1.519  0.06
H: -0.323 0.114 0.798  0.49
H: -0.525 -2.815 -0.441  0.19
H: -0.872 -2.081 1.153  0.17
H: 0.695 -2.843 0.815  0.16

Arrangement two

C3H9N2O2 | wB97M-V/def2-TZVPD

The calculation puts the LUMO energy at 4.2 eV. Its total charge is -1. As for the spin multiplicity: 1. For the orbital gap, the calculation gives 0.2942 hartree.

Each line ends with the natural charge from an NBO analysis.
Element x y z (Å)
C: -1.610 -0.332 0.431  0.46
N: -0.678 -1.040 -0.182  -0.72
C: -1.198 -2.030 -1.113  -0.43
O: -2.852 -0.447 0.373  -0.77
H: -1.180 0.424 1.123  0.06
H: 0.693 -0.246 -0.351  0.50
H: -1.478 -2.958 -0.597  0.16
H: -0.439 -2.275 -1.852  0.17
H: -2.102 -1.683 -1.622  0.18
N: 1.158 2.351 0.678  -0.88
C: 1.759 1.018 0.723  0.10
O: 1.581 0.272 -0.430  -0.81
H: 1.819 3.011 0.284  0.34
H: 0.342 2.298 0.078  0.36
H: 2.840 1.151 0.873  0.13
H: 1.345 0.487 1.584  0.14

Energies relative to the most stable structure, in hartree: arrangement one 0.0101; arrangement two 0.0000.